C2HF6HoNO5S2 | the ωB97M-V functional and the def2-TZVPD basis

Element x y z (Å)
1 Ho -2.037 -1.346 -0.438
2 N -0.002 2.073 -0.259
3 S -0.444 1.436 1.112
4 O -0.842 2.445 2.072
5 O -1.363 0.263 0.982
6 C 1.112 0.656 1.793
7 F 2.000 1.600 2.027
8 F 1.593 -0.204 0.915
9 F 0.814 0.031 2.915
10 S -0.185 1.392 -1.709
11 O 0.960 1.726 -2.561
12 C -1.599 2.418 -2.380
13 F -2.693 2.184 -1.678
14 F -1.298 3.699 -2.320
15 F -1.801 2.071 -3.639
16 O -1.477 -2.560 -2.155
17 H -1.891 -2.549 -3.021
18 O -0.735 -0.447 -1.974

Summary:
* HOMO level (alpha / beta): -14.153 / -14.190 eV
* energy above the lowest of the compared OMol25 structures with the same formula, charge and spin: 0.0 kcal/mol
* Kohn-Sham gap (alpha / beta): 7.73 / 7.93 eV
* molar mass: 462.084 g/mol
* net charge: +1
* spin multiplicity: 5